A molecular structure, C40H63N10O5SSbY at a distorted geometry, computed with the ωB97M-V functional and the def2-TZVPD basis.

Element x y z (Å)
Y: 0.344 -0.043 -0.106
N: 1.839 -1.824 -1.597
C: 2.223 -2.892 -0.661
C: 2.525 -4.231 -1.340
C: 1.354 -4.926 -2.044
C: 0.269 -5.485 -1.117
N: 0.808 -6.145 0.069
C: 1.157 -7.401 0.183
N: 0.969 -8.282 -0.810
N: 1.735 -7.820 1.318
C: 1.169 -3.042 0.447
O: 1.382 -3.888 1.334
O: 0.152 -2.297 0.363
H: 1.564 -2.217 -2.490
H: 2.623 -1.203 -1.773
H: 3.126 -2.579 -0.138
H: 2.959 -4.902 -0.597
H: 3.304 -4.059 -2.086
H: 1.760 -5.730 -2.664
H: 0.855 -4.240 -2.736
H: -0.392 -6.162 -1.661
H: -0.364 -4.680 -0.744
H: 1.089 -5.462 0.793
H: 0.522 -8.000 -1.663
H: 1.139 -9.262 -0.673
H: 1.850 -7.178 2.084
H: 1.982 -8.782 1.461
C: 2.256 1.933 7.486
O: 1.375 1.576 6.429
C: 1.906 1.245 5.232
C: 3.293 1.281 4.966
C: 3.724 0.926 3.716
C: 2.842 0.536 2.691
C: 3.354 0.121 1.413
C: 4.837 0.119 1.151
O: 2.621 -0.263 0.480
C: 1.439 0.524 2.964
O: 0.560 0.206 2.066
C: 1.008 0.872 4.253
H: 1.626 2.120 8.351
H: 2.815 2.839 7.245
H: 2.951 1.124 7.714
H: 4.005 1.579 5.719
H: 4.787 0.948 3.516
H: 5.251 1.117 1.298
H: 5.008 -0.178 0.119
H: 5.350 -0.568 1.825
H: -0.053 0.874 4.468
C: -1.475 -2.324 3.324
Sb: -2.154 -0.888 1.901
C: -3.993 -1.934 1.419
C: -3.039 0.431 3.363
H: -2.285 -2.550 4.017
H: -0.625 -1.910 3.865
H: -1.150 -3.224 2.804
H: -4.739 -1.766 2.196
H: -3.792 -3.005 1.349
H: -4.394 -1.597 0.459
H: -4.122 0.300 3.373
H: -2.792 1.466 3.134
H: -2.648 0.183 4.350
C: 4.631 3.571 -0.846
C: 3.686 3.395 0.154
C: 2.494 2.730 -0.100
C: 2.211 2.201 -1.364
C: 3.176 2.387 -2.367
C: 4.360 3.060 -2.111
N: 1.020 1.473 -1.602
C: 0.513 1.624 -2.913
C: 0.203 0.527 -3.718
C: -0.338 0.690 -4.988
C: -0.575 1.956 -5.500
C: -0.246 3.062 -4.723
C: 0.289 2.895 -3.458
H: 5.554 4.103 -0.651
H: 3.864 3.792 1.148
H: 1.763 2.633 0.693
H: 2.989 1.993 -3.359
H: 5.082 3.183 -2.910
H: 0.399 -0.468 -3.336
H: -0.558 -0.183 -5.591
H: -0.987 2.082 -6.492
H: -0.400 4.061 -5.112
H: 0.592 3.761 -2.885
C: -4.909 2.121 -1.564
C: -3.911 2.180 -0.430
N: -2.700 1.498 -0.859
C: -2.743 0.280 -1.483
N: -1.675 -0.473 -1.446
C: -1.776 -1.792 -2.060
C: -2.649 -1.771 -3.298
C: -4.019 -1.280 -2.889
N: -3.900 -0.043 -2.130
C: -5.156 0.663 -1.887
H: -4.491 2.626 -2.438
H: -5.846 2.607 -1.294
H: -4.335 1.716 0.470
H: -3.646 3.206 -0.176
H: -1.923 1.607 -0.210
H: -2.187 -2.504 -1.330
H: -0.768 -2.141 -2.292
H: -2.726 -2.760 -3.752
H: -2.219 -1.084 -4.029
H: -4.540 -2.040 -2.294
H: -4.637 -1.072 -3.765
H: -5.700 0.184 -1.063
H: -5.768 0.559 -2.783
C: -0.497 5.693 -1.124
N: -0.724 4.388 -0.513
C: -1.064 4.155 0.761
S: -0.688 2.672 1.504
N: -1.674 5.121 1.477
C: -2.606 6.123 0.968
H: 0.459 5.672 -1.641
H: -0.435 6.460 -0.358
H: -1.273 5.958 -1.841
H: -0.300 3.589 -0.972
H: -1.794 4.855 2.442
H: -2.863 5.910 -0.066
H: -2.203 7.133 1.031
H: -3.523 6.078 1.554

## Properties
Spin multiplicity   1
E_tot   -3162.62951 Eh
Total charge   +1
HOMO level (alpha / beta)   -8.61 / -8.61 eV
Gap between HOMO and LUMO (alpha / beta)   6.6 / 6.6 eV


8 unconnected molecules or ions with the total composition C40H65BO29S at a distorted geometry, computed with the ωB97M-V functional and the def2-TZVPD basis.

Element x y z (Å)
C: 2.782 0.094 0.446
C: 2.045 0.260 1.876
C: 0.545 -0.321 1.888
C: -0.572 0.809 2.213
C: -1.940 0.070 2.603
C: -3.199 0.473 1.703
C: -2.926 0.424 0.131
C: -4.208 0.651 -0.785
C: -3.900 0.562 -2.384
C: -2.473 -0.050 -2.712
C: -2.067 -0.076 -4.288
C: -1.094 -1.380 -4.380
C: -0.624 -1.784 -5.836
C: 0.341 -0.738 -6.587
C: 1.765 -0.628 -5.833
S: 2.962 -1.945 -6.362
O: 3.210 -1.729 -7.843
O: 2.451 -3.348 -6.188
O: 4.398 -1.837 -5.471
O: -1.199 1.056 -4.586
C: -1.709 2.304 -4.180
O: -2.641 2.935 -4.751
C: -1.034 3.070 -2.945
C: 0.529 3.573 -3.449
C: 1.690 2.383 -3.345
O: 1.056 2.912 -4.700
B: -3.324 -0.284 -5.293
O: -4.009 -1.569 -5.229
O: -3.815 0.644 -6.269
H: 3.894 0.364 0.547
H: 2.357 0.810 -0.345
H: 2.763 -1.001 0.087
H: 2.715 -0.278 2.657
H: 2.024 1.368 2.168
H: 0.476 -1.092 2.744
H: 0.275 -0.874 0.913
H: -0.153 1.476 3.056
H: -0.626 1.466 1.287
H: -2.147 0.312 3.713
H: -1.738 -1.065 2.530
H: -4.035 -0.288 1.950
H: -3.630 1.495 2.005
H: -2.157 1.240 -0.128
H: -2.388 -0.578 -0.075
H: -4.948 -0.200 -0.525
H: -4.780 1.615 -0.508
H: -4.792 -0.043 -2.798
H: -3.964 1.656 -2.748
H: -2.487 -1.146 -2.347
H: -1.591 0.439 -2.188
H: -1.585 -2.310 -3.905
H: -0.173 -1.150 -3.730
H: 0.020 -2.739 -5.712
H: -1.464 -2.123 -6.553
H: 0.556 -1.191 -7.623
H: -0.143 0.277 -6.779
H: 1.661 -0.554 -4.688
H: 2.236 0.369 -6.156
H: 4.614 -2.749 -5.168
H: -0.878 2.433 -2.019
H: -1.532 4.074 -2.767
H: 0.860 4.690 -3.188
H: 2.776 2.679 -3.209
H: 1.315 1.327 -3.088
H: -3.815 -2.007 -4.369
H: -4.444 1.227 -5.771
C: 4.568 -0.096 7.059
C: 4.910 -0.237 5.608
O: 3.636 -0.221 4.971
C: 2.780 0.423 5.810
O: 1.668 0.759 5.514
O: 3.348 0.639 7.028
H: 5.328 0.441 7.618
H: 4.388 -1.060 7.543
H: 5.501 0.602 5.234
H: 5.440 -1.165 5.393
C: 9.764 1.089 6.827
C: 8.768 1.713 5.900
O: 7.720 0.753 5.864
C: 7.803 0.025 7.009
O: 6.972 -0.759 7.378
O: 8.951 0.298 7.685
H: 10.325 1.830 7.398
H: 10.469 0.434 6.307
H: 8.370 2.657 6.285
H: 9.175 1.882 4.902
C: -3.974 -3.316 -8.449
C: -2.703 -3.174 -9.232
O: -2.704 -4.332 -10.056
C: -3.999 -4.734 -10.182
O: -4.372 -5.578 -10.942
O: -4.812 -4.051 -9.331
H: -4.421 -2.352 -8.201
H: -3.837 -3.891 -7.529
H: -2.701 -2.285 -9.870
H: -1.819 -3.152 -8.592
C: -3.510 -4.417 2.811
C: -4.804 -4.114 2.117
O: -4.461 -3.034 1.260
C: -3.120 -3.108 1.039
O: -2.532 -2.450 0.229
O: -2.535 -4.025 1.855
H: -3.407 -5.475 3.060
H: -3.373 -3.824 3.720
H: -5.158 -4.951 1.508
H: -5.592 -3.823 2.813
C: 6.901 -5.227 6.696
C: 5.594 -4.949 6.016
O: 5.908 -3.868 5.148
C: 7.248 -3.921 4.912
O: 7.815 -3.258 4.093
O: 7.858 -4.824 5.726
H: 7.024 -6.282 6.948
H: 7.038 -4.627 7.600
H: 5.246 -5.795 5.415
H: 4.809 -4.668 6.719
C: -1.922 5.857 0.429
C: -2.082 5.068 1.692
O: -1.405 3.852 1.400
C: -0.506 4.121 0.415
O: 0.344 3.360 0.047
O: -0.695 5.367 -0.100
H: -1.866 6.930 0.612
H: -2.722 5.661 -0.291
H: -1.597 5.545 2.548
H: -3.128 4.883 1.934
C: -6.052 4.349 3.967
C: -7.354 4.642 3.285
O: -7.026 5.719 2.416
C: -5.689 5.652 2.180
O: -5.115 6.311 1.357
O: -5.087 4.740 2.999
H: -5.942 3.294 4.221
H: -5.908 4.949 4.871
H: -7.711 3.800 2.684
H: -8.136 4.934 3.986

## Properties
Spin multiplicity   1
E_tot   -4168.05077 Eh
HOMO level   -9.77 eV
Gap between HOMO and LUMO   10.0 eV
Structure (SMILES)   CCCCCCCCCC[C@](CCCCS(=O)(=O)O)(OC(=O)C[C@H]1CO1)B(O)O.O=C1OCCO1.O=C1OCCO1.O=C1OCCO1.O=C1OCCO1.O=C1OCCO1.O=C1OCCO1.O=C1OCCO1